No. 1
{"formula": "C6H14NO", "method": "the ωB97M-V functional and the def2-TZVPD basis", "molar_mass_g_mol": 116.184, "max_force_ev_per_a": 5.473, "multiplicity": 1, "orbital_gap_ev": 5.0, "charge": -1, "symbols": ["C", "C", "C", "O", "C", "N", "C", "C", "H", "H", "H", "H", "H", "H", "H", "H", "H", "H", "H", "H", "H", "H"], "positions_angstrom": [[0.902, -0.157, -0.712], [0.828, -1.706, -0.927], [2.055, -2.235, -0.148], [3.198, -1.518, -0.267], [-0.180, -1.009, -0.094], [-2.446, 0.374, 0.731], [-2.235, 1.695, 0.646], [-2.105, 2.557, 1.895], [1.480, 0.369, -0.022], [0.643, 0.366, -1.636], [2.280, -0.300, -3.209], [0.650, -1.991, -1.970], [2.158, -3.331, -0.389], [1.681, -2.203, 0.933], [-1.191, -0.803, -0.564], [-0.082, -1.073, 1.017], [2.717, -0.255, -2.597], [-1.369, 0.711, 0.870], [-2.789, 2.219, -0.194], [-3.107, 2.844, 2.224], [-1.512, 3.464, 1.734], [-1.577, 1.982, 2.677]], "atomic_forces_ev_per_a": [[-2.420, -0.971, -1.814], [2.067, 1.997, 1.008], [0.664, -0.365, 0.872], [-0.286, -0.599, -0.418], [-1.902, 0.631, -0.877], [1.975, 3.504, -0.482], [-5.395, -0.824, -0.411], [2.042, -0.131, -0.032], [1.676, 0.135, 0.529], [-0.114, 0.260, 0.478], [0.281, 0.129, 0.035], [-0.155, 0.019, 0.503], [0.016, 0.119, 0.034], [0.103, -0.361, -0.376], [1.173, -0.825, 1.094], [-0.448, -0.376, -1.112], [-0.105, -0.184, -0.178], [0.579, -2.282, 1.194], [0.840, 0.103, 0.320], [0.084, -0.214, -0.144], [-0.195, 0.054, -0.097], [-0.483, 0.182, -0.127]]}

No. 2
{"formula": "C6H14NO", "method": "the ωB97M-V functional and the def2-TZVPD basis", "molar_mass_g_mol": 116.184, "smiles": "CCCC[C@@H](N)C[O-]", "max_force_ev_per_a": 2.879, "multiplicity": 1, "orbital_gap_ev": 6.0, "charge": -1, "symbols": ["C", "O", "C", "C", "C", "C", "C", "N", "H", "H", "H", "H", "H", "H", "H", "H", "H", "H", "H", "H", "H", "H"], "positions_angstrom": [[0.094, -0.264, -2.633], [-0.017, 1.046, -2.882], [-0.544, -0.754, -1.296], [-0.184, 0.403, -0.284], [-0.582, 0.252, 1.208], [0.461, 0.747, 2.171], [1.757, -0.060, 2.208], [-2.003, -0.854, -1.490], [-0.352, -0.938, -3.469], [1.113, -0.648, -2.752], [-0.142, -1.635, -0.773], [0.914, 0.332, -0.324], [-0.536, 1.337, -0.698], [-1.040, -0.743, 1.340], [-1.413, 0.922, 1.398], [0.114, 0.908, 3.189], [0.776, 1.773, 1.912], [2.209, -0.099, 1.225], [2.452, 0.154, 3.033], [1.586, -1.096, 2.446], [-2.126, -0.665, -2.481], [-2.539, -0.117, -1.048]], "atomic_forces_ev_per_a": [[-0.144, -0.715, -1.515], [-0.313, -0.164, 0.088], [-0.384, 2.454, 1.456], [0.629, -1.340, 0.189], [-1.244, 0.165, -1.081], [1.593, 0.366, 0.600], [-0.061, -0.803, 0.492], [-0.284, -0.490, -0.390], [-0.387, 0.279, 0.560], [1.058, -0.159, 0.735], [-0.019, -0.410, -0.790], [-0.121, 0.679, -0.088], [0.257, 0.209, -0.201], [0.752, 0.005, 0.598], [-0.579, 0.166, -0.134], [-0.470, -0.452, 0.240], [-0.341, -0.180, -0.433], [0.509, 0.341, 0.014], [0.047, 0.873, -0.552], [-0.688, -0.779, -0.089], [-0.196, -0.142, 0.015], [0.384, 0.099, 0.290]]}

No. 3
{"formula": "C6H14NO", "method": "the ωB97M-V functional and the def2-TZVPD basis", "molar_mass_g_mol": 116.184, "max_force_ev_per_a": 3.059, "multiplicity": 2, "orbital_gap_ev": [2.9, 7.0], "charge": -2, "symbols": ["C", "O", "C", "C", "C", "C", "C", "N", "H", "H", "H", "H", "H", "H", "H", "H", "H", "H", "H", "H", "H", "H"], "positions_angstrom": [[0.958, -2.439, 0.269], [1.781, -3.129, -0.512], [1.242, -0.737, 0.240], [0.131, 0.069, -0.536], [-0.822, 0.825, 0.420], [-0.761, 2.345, 0.136], [-2.259, 0.339, 0.092], [2.610, -0.581, -0.229], [1.206, -2.592, 1.348], [-0.082, -2.469, -0.098], [1.187, -0.333, 1.259], [-0.407, -0.444, -1.335], [0.715, 0.782, -1.166], [-0.680, 0.682, 1.487], [-1.139, 2.579, -0.866], [0.279, 2.697, 0.165], [-1.346, 2.938, 0.837], [-2.408, -0.618, 0.632], [-3.005, 0.996, 0.550], [-2.516, 0.130, -0.940], [2.680, -1.307, -0.957], [2.637, 0.268, -0.798]], "atomic_forces_ev_per_a": [[1.530, 2.115, -0.259], [0.166, -0.165, -0.578], [-1.102, -1.036, -0.137], [2.177, 0.431, 0.353], [-1.519, 0.822, -2.525], [0.484, -0.269, 0.024], [-0.262, -0.528, 1.951], [-0.220, 0.304, -1.255], [-1.042, -0.482, 0.137], [-0.506, -0.272, 0.897], [0.040, -0.285, 0.088], [-0.203, -0.730, 0.448], [-0.424, 0.265, 0.567], [0.482, -0.412, 0.031], [0.025, -0.106, 0.039], [-0.113, 0.097, 0.075], [-0.164, 0.028, 0.162], [0.008, 0.034, -0.356], [-0.019, 0.167, -0.281], [0.256, 0.354, -0.243], [0.271, -0.525, 0.517], [0.134, 0.192, 0.345]]}

No. 4
{"formula": "C6H14NO", "method": "the ωB97M-V functional and the def2-TZVPD basis", "molar_mass_g_mol": 116.184, "max_force_ev_per_a": 1.435, "multiplicity": 2, "orbital_gap_ev": [2.9, 6.9], "charge": -2, "symbols": ["C", "O", "C", "C", "C", "C", "C", "N", "H", "H", "H", "H", "H", "H", "H", "H", "H", "H", "H", "H", "H", "H"], "positions_angstrom": [[-0.440, 2.089, 1.243], [-0.981, 3.345, 1.163], [-0.434, 1.329, -0.109], [0.606, 0.158, -0.121], [0.136, -1.240, 0.269], [-1.134, -1.669, -0.450], [1.210, -2.282, -0.065], [-0.180, 2.270, -1.173], [-1.002, 1.417, 1.956], [0.602, 2.110, 1.674], [-1.428, 0.888, -0.222], [1.383, 0.545, 0.535], [1.014, 0.125, -1.136], [-0.011, -1.266, 1.349], [-0.919, -1.652, -1.518], [-1.943, -0.946, -0.310], [-1.424, -2.673, -0.126], [2.190, -2.231, 0.440], [0.827, -3.265, 0.198], [1.454, -2.288, -1.121], [-0.172, 3.208, -0.775], [0.647, 2.028, -1.703]], "atomic_forces_ev_per_a": [[-0.641, 0.693, 0.583], [0.248, -0.449, -0.008], [0.325, -0.843, 0.608], [-0.763, 1.181, -0.289], [0.814, 0.023, -0.077], [0.029, 0.412, 0.074], [0.165, -0.276, 0.539], [0.000, 0.030, -0.850], [0.130, 0.014, -0.086], [0.051, -0.116, -0.332], [-0.100, 0.214, -0.141], [0.501, -0.424, 0.093], [0.080, -0.290, -0.047], [-0.248, 0.035, 0.151], [-0.048, -0.309, -0.208], [-0.121, -0.361, 0.237], [-0.143, 0.142, -0.201], [-0.300, 0.465, 0.091], [-0.002, -0.388, -0.114], [-0.073, -0.005, -0.391], [0.020, -0.022, 0.122], [0.075, 0.273, 0.245]]}

No. 5
{"formula": "C6H14NO", "method": "the ωB97M-V functional and the def2-TZVPD basis", "molar_mass_g_mol": 116.184, "max_force_ev_per_a": 3.833, "multiplicity": 2, "orbital_gap_ev": [2.1, 10.5], "symbols": ["C", "O", "C", "C", "C", "C", "C", "N", "H", "H", "H", "H", "H", "H", "H", "H", "H", "H", "H", "H", "H", "H"], "positions_angstrom": [[-1.210, 1.617, 0.600], [-0.827, 2.901, 0.984], [-0.027, 0.683, 0.861], [-0.432, -0.749, 0.484], [0.711, -1.731, 0.235], [-0.190, -2.449, -2.035], [0.796, -2.323, -1.163], [1.130, 1.188, 0.006], [-2.055, 1.199, 1.153], [-1.548, 1.555, -0.439], [-1.273, 3.577, 0.458], [0.038, 0.723, 1.899], [-1.112, -0.705, -0.362], [-1.004, -1.226, 1.275], [0.605, -2.683, 0.757], [1.685, -1.383, 0.557], [-0.074, -2.941, -2.990], [-1.220, -2.180, -1.829], [1.797, -2.703, -1.345], [1.723, 1.815, 0.591], [0.884, 1.756, -0.877], [1.709, 0.374, -0.230]], "atomic_forces_ev_per_a": [[0.089, -0.754, -0.142], [0.106, 0.203, 0.273], [-2.221, 0.041, -3.124], [0.291, -0.466, 0.090], [-0.327, -0.929, -1.090], [-0.308, -0.358, -0.135], [0.596, 0.830, 0.186], [-0.131, -0.132, 1.000], [-0.096, 0.240, 0.403], [0.321, 0.210, -0.473], [-0.088, -0.062, -0.185], [1.958, 0.415, 2.011], [0.065, -0.031, -0.346], [-0.291, 0.631, 0.382], [-0.283, 0.251, 0.930], [0.293, 0.262, 0.046], [0.292, -0.062, -0.007], [0.123, 0.333, 0.129], [-0.117, -0.118, -0.491], [-0.045, -0.145, -0.170], [-0.299, -0.719, 0.923], [0.073, 0.361, -0.210]]}

No. 6
{"formula": "C6H14NO", "method": "the ωB97M-V functional and the def2-TZVPD basis", "molar_mass_g_mol": 116.184, "max_force_ev_per_a": 1.425, "multiplicity": 2, "orbital_gap_ev": [9.8, 6.8], "symbols": ["N", "C", "C", "C", "H", "H", "H", "H", "H", "H", "H", "C", "O", "C", "C", "H", "H", "H", "H", "H", "H", "H"], "positions_angstrom": [[-2.304, 0.174, 0.336], [-1.585, -0.728, 1.245], [-0.304, -0.396, 3.355], [-0.637, 0.050, 2.150], [-2.811, -0.365, -0.352], [-1.610, 0.787, -0.113], [-0.970, -1.469, 0.709], [-2.265, -1.312, 1.863], [0.329, 0.224, 3.980], [-0.741, -1.287, 3.792], [-0.273, 0.991, 1.761], [1.281, 1.328, -0.945], [-0.035, 1.565, -0.698], [1.515, 0.505, -2.224], [0.929, -0.907, -2.077], [1.776, 0.798, -0.094], [1.796, 2.299, -1.040], [2.581, 0.451, -2.469], [1.017, 1.027, -3.051], [0.795, -1.337, -3.073], [-0.055, -0.860, -1.606], [1.569, -1.537, -1.447]], "atomic_forces_ev_per_a": [[0.506, 0.052, 0.446], [0.685, 0.246, -0.066], [-0.031, 0.830, -0.015], [-0.845, -0.882, 0.009], [0.077, 0.150, -0.178], [-0.826, -0.494, 0.053], [-0.032, 0.006, -0.096], [-0.211, 0.128, -0.015], [0.118, -0.258, 0.084], [0.114, -0.039, -0.104], [0.166, 0.089, 0.019], [0.703, -1.083, -0.602], [0.373, 0.422, 0.087], [-0.363, 0.063, 0.102], [0.099, 0.331, -0.105], [-0.358, 0.477, -0.051], [-0.164, 0.168, 0.249], [-0.084, 0.079, 0.120], [0.086, -0.064, 0.115], [0.140, -0.262, 0.253], [-0.029, 0.021, -0.040], [-0.122, 0.020, -0.266]]}